Entry 1:
Formula: C6H11NO
Source: the Open Molecules 2025 dataset
Level of theory: ωB97M-V with the def2-TZVPD basis set

The LUMO energy comes out at 0.692 eV. Its net charge is 0. The spin multiplicity is 1. The calculation puts the HOMO-LUMO gap at 8.3 eV.

Last column: Löwdin charge in e.
Cartesian coordinates (Å):
C 1.937 -0.111 -0.921  0.001
C -1.142 -1.034 -1.063  -0.058
C 1.102 -0.422 0.293  -0.489
C -0.762 -0.568 0.326  -0.259
N 0.415 1.950 0.502  0.088
C 0.540 0.689 1.060  -0.157
C -1.790 -0.319 1.188  -0.011
O 0.869 -1.627 0.732  -0.058
H -0.072 1.973 -0.386  0.098
H 0.077 2.672 1.121  0.092
H 0.652 0.617 2.137  0.154
H 2.877 0.323 -0.579  0.097
H 1.484 0.626 -1.581  0.076
H 2.090 -1.004 -1.525  0.090
H -0.515 -1.875 -1.378  0.084
H -2.162 -1.432 -1.076  0.084
H -1.067 -0.224 -1.799  0.084
H -2.793 -0.658 0.982  0.046
H -1.738 0.425 1.967  0.038

***

Entry 2:
Formula: C4H6O2
Source: the Open Molecules 2025 dataset
Level of theory: ωB97M-V with the def2-TZVPD basis set

The LUMO energy comes out at -0.379 eV. The SMILES is CCC(=O)C=O. Its net charge is 0. The spin multiplicity is 1. The calculation puts the HOMO-LUMO gap at 9.3 eV.

Last column: Löwdin charge in e.
Cartesian coordinates (Å):
C -1.693 -0.292 0.522  -0.088
C -0.166 -0.249 0.443  -0.192
C 0.446 0.407 -0.759  -0.353
O -0.156 0.859 -1.705  0.108
C 2.030 0.382 -0.680  -0.148
O 2.613 0.013 0.312  0.064
H -2.103 0.721 0.618  0.080
H -2.164 -0.748 -0.354  0.076
H -2.020 -0.854 1.405  0.073
H 0.358 -1.218 0.441  0.129
H 0.241 0.273 1.317  0.125
H 2.614 0.707 -1.560  0.125

***

Entry 3:
Formula: CH4ClPS2
Source: the Open Molecules 2025 dataset
Level of theory: ωB97M-V with the def2-TZVPD basis set

The LUMO energy (alpha / beta) comes out at -1.818 / -0.894 eV. Its net charge is 0. The spin multiplicity is 1. The calculation puts the HOMO-LUMO gap (alpha / beta) at 6.1 / 8.0 eV.

Last column: Löwdin charge in e.
Cartesian coordinates (Å):
C -0.617 1.312 0.911  -0.495
P 0.900 0.560 1.593  0.359
S 0.460 -0.841 -1.302  0.028
S 0.561 -2.432 -2.490  0.240
Cl 0.117 -1.010 2.509  0.110
H -1.419 1.507 1.595  0.028
H -0.307 2.060 0.324  -0.036
H -1.064 0.603 0.170  -0.024
H 1.370 -1.759 -3.310  -0.210

***

no.,molecular weight (g/mol)
1,113.16
2,86.09
3,146.60